273
Properties=species:S:1:pos:R:3:mulliken_charge:R:1 method="wB97M-V/def2-TZVPD" total_charge=+2 homo_lumo_gap_ev=3.58 mol_weight_da=1445.23 multiplicity=1 homo_ev=-6.8
C -1.64845 4.26895 -0.02108 -1.385
C -2.47236 3.08364 0.48765 -0.445
C -1.72143 1.71148 0.54949 -0.322
C -2.61050 0.54615 0.83346 -1.014
N -1.86676 -0.74419 0.78303 0.241
C -1.01332 -1.13227 2.04254 -0.567
C -1.97795 -1.33781 3.24608 -0.540
C -3.22138 -1.95112 2.53662 -0.555
C -2.94270 -1.81042 1.06581 -0.987
C -1.21863 -1.05642 -0.64626 -1.015
H -1.42722 4.06130 -1.06800 0.338
H -0.70881 4.41423 0.51189 0.342
H -2.16018 5.22588 -0.12370 0.384
H -3.23108 2.81846 -0.24865 0.328
H -2.84364 3.46804 1.43764 0.336
H -0.93109 1.87341 1.28246 0.261
H -1.29519 1.51984 -0.43524 0.334
H -3.26596 0.46251 -0.03342 0.418
H -3.24516 0.80984 1.67950 0.354
H -0.54392 -2.10535 1.89804 0.461
H -0.29562 -0.32861 2.20723 0.350
H -1.50953 -2.01496 3.96032 0.419
H -2.21792 -0.41479 3.77386 0.275
H -3.11689 -3.02884 2.66193 0.314
H -4.23340 -1.72255 2.87077 0.348
H -2.59321 -2.76785 0.67944 0.439
H -3.79580 -1.69882 0.39658 0.632
H -0.89658 -2.09365 -0.55395 0.415
H -0.41764 -0.31718 -0.63968 0.556
H -1.81234 -0.84354 -1.53525 0.282
C -3.92428 0.20353 -7.50833 -1.383
C -5.08181 0.92360 -6.81029 -0.559
C -6.36145 1.32537 -7.59763 -0.179
C -7.24307 2.20657 -6.83877 -1.312
N -8.62461 2.54168 -7.49615 0.435
C -9.34922 3.52764 -6.58968 -0.844
C -10.15027 2.70265 -5.58625 -0.468
C -10.62325 1.62333 -6.45225 -0.568
C -9.52550 1.27559 -7.46949 -0.453
C -8.40651 3.05474 -8.90780 -1.164
H -4.14623 -0.73564 -8.01508 0.367
H -3.10805 0.01191 -6.81180 0.347
H -3.62547 0.86324 -8.32294 0.340
H -4.63485 1.85936 -6.47464 0.323
H -5.28791 0.30094 -5.93970 0.390
H -6.63091 0.31348 -7.90026 0.307
H -6.01283 1.83426 -8.49628 0.364
H -6.69074 3.11752 -6.60814 0.498
H -7.39039 1.91776 -5.79811 0.462
H -9.94448 4.21563 -7.19006 0.419
H -8.64025 4.26568 -6.21450 0.414
H -10.96352 3.26087 -5.12245 0.385
H -9.39118 2.36247 -4.88186 0.303
H -11.55136 1.95676 -6.91652 0.307
H -10.79524 0.80150 -5.75718 0.393
H -9.94368 1.10172 -8.46095 0.357
H -9.03447 0.37229 -7.10748 0.232
H -9.41673 3.25953 -9.26224 0.508
H -8.18416 2.26004 -9.61991 0.414
H -7.69388 3.86935 -9.03686 0.364
C -10.14711 -1.59617 6.59405 -1.241
C -9.58389 -1.08362 5.25317 -0.536
C -10.11407 0.32191 4.72745 -0.697
C -9.65746 0.99374 3.41711 -0.488
N -10.45132 2.30613 3.05623 0.201
C -9.64394 3.17696 1.99669 -0.644
C -10.28200 4.52419 2.02090 -0.671
C -10.52864 4.74602 3.55178 -0.621
C -10.76903 3.30765 4.17256 -0.467
C -11.85525 2.00999 2.36996 -1.090
H -10.54440 -0.85828 7.29104 0.352
H -9.33607 -2.14673 7.07071 0.322
H -11.05910 -2.19011 6.65407 0.355
H -9.74603 -1.90204 4.55174 0.409
H -8.50572 -0.94011 5.18204 0.360
H -9.89250 0.99698 5.55406 0.329
H -11.20086 0.31281 4.81059 0.397
H -9.88273 0.26190 2.64137 0.341
H -8.61268 1.30103 3.46302 0.293
H -9.43348 2.63551 1.07439 0.489
H -8.65197 3.20630 2.44751 0.403
H -11.20985 4.44974 1.45376 0.266
H -9.67199 5.31985 1.59321 0.438
H -11.35239 5.43103 3.75255 0.337
H -9.66361 5.22297 4.01259 0.349
H -11.80841 3.19390 4.48055 0.282
H -9.98522 3.09071 4.89829 0.345
H -12.37583 2.93669 2.12846 0.434
H -12.54066 1.30735 2.84388 0.345
H -11.78052 1.36964 1.49106 0.404
C 5.11669 -0.79211 7.58688 -1.108
C 4.03624 0.25373 7.41565 -0.729
C 3.56310 1.11950 8.66453 -0.741
C 2.22815 0.62254 9.40249 -1.077
P 1.98961 1.41459 10.95656 0.936
C 3.31868 0.88682 12.13687 -1.238
C 4.02277 -0.43005 12.04589 -0.045
C 5.31013 -0.50342 12.90272 -0.427
C 6.15784 -1.72982 12.42167 -1.346
C 1.68423 3.22562 10.88572 -1.136
C 0.93212 3.90601 12.02825 -0.618
C 0.66081 5.41980 11.67007 -0.673
C 0.18784 6.23381 12.91036 -1.251
C 0.57810 0.52989 11.63743 -1.266
C -0.88124 0.65077 10.86106 -0.816
C -1.43271 -0.55972 10.03016 -0.653
C -1.87793 -1.86034 10.91125 -1.119
H 4.94502 -1.29451 8.53884 0.216
H 6.09332 -0.37231 7.34592 0.294
H 5.02500 -1.59258 6.85275 0.368
H 3.19809 -0.24785 6.93189 0.335
H 4.30983 0.95043 6.62328 0.433
H 3.29223 2.12973 8.35767 0.438
H 4.35356 1.17662 9.41287 0.451
H 2.13462 -0.44086 9.62275 0.547
H 1.44188 0.79360 8.66723 0.610
H 2.97309 1.11398 13.14536 0.714
H 4.05442 1.66829 11.94691 0.560
H 4.32472 -0.61475 11.01496 -0.264
H 3.32408 -1.23291 12.28117 0.332
H 5.21159 -0.75767 13.95806 0.350
H 6.03264 0.29199 12.71995 0.351
H 5.66773 -2.65432 12.72692 0.335
H 7.10011 -1.64152 12.96244 0.420
H 6.40088 -1.68017 11.36027 0.341
H 1.18881 3.31101 9.91857 0.636
H 2.67387 3.67222 10.78946 0.666
H 1.35866 3.85567 13.03007 0.395
H -0.03016 3.39556 12.06762 0.266
H 0.26763 5.50051 10.65666 0.456
H 1.65698 5.84082 11.53408 0.337
H 0.82818 6.26171 13.79200 0.353
H -0.84629 5.90521 13.01386 0.337
H 0.12742 7.23361 12.48042 0.377
H 0.50025 0.81042 12.68783 0.569
H 0.89979 -0.51139 11.61903 0.549
H -1.06713 1.57589 10.31544 0.463
H -1.58439 0.70955 11.69186 0.487
H -0.69091 -0.79411 9.26669 0.217
H -2.30926 -0.36647 9.41176 0.409
H -1.13982 -2.34476 11.55050 0.289
H -2.44189 -2.70596 10.51758 0.380
H -2.53276 -1.38069 11.63873 0.292
C 3.39060 -7.15596 -5.93698 -1.407
C 4.00386 -7.93304 -4.78573 -0.487
C 3.89792 -9.39366 -4.89115 -0.162
C 4.26333 -10.26799 -3.65696 -1.037
P 4.20084 -12.05010 -3.98395 0.681
C 5.59592 -12.52760 -5.09819 -1.270
C 5.33401 -12.38531 -6.65908 -0.460
C 6.64931 -12.80548 -7.33859 -0.770
C 6.49843 -14.05278 -8.27909 -1.222
C 2.63629 -12.30562 -4.95167 -1.152
C 2.33020 -13.78112 -5.28488 -0.803
C 1.36734 -14.38649 -4.24549 -0.463
C 0.57947 -15.72998 -4.48346 -1.306
C 4.31413 -13.09850 -2.48364 -1.101
C 5.55650 -12.75155 -1.62064 -0.834
C 5.65738 -13.39555 -0.31952 -0.493
C 6.99878 -13.23646 0.40827 -1.355
H 2.31204 -7.31188 -5.91450 0.341
H 3.65318 -7.51085 -6.93358 0.346
H 3.45416 -6.07367 -5.82423 0.382
H 3.37660 -7.67446 -3.93262 0.332
H 5.02663 -7.57211 -4.67716 0.384
H 4.38376 -9.67937 -5.82412 -0.031
H 2.82186 -9.56351 -4.92794 0.254
H 3.69976 -9.98357 -2.76837 0.592
H 5.31183 -10.08231 -3.42400 0.560
H 5.79902 -13.52735 -4.71433 0.662
H 6.47531 -11.96252 -4.78923 0.788
H 4.92122 -11.43229 -6.98991 0.295
H 4.51798 -12.97447 -7.07752 0.317
H 7.40697 -12.97495 -6.57352 0.468
H 6.99994 -11.92637 -7.87926 0.355
H 6.11434 -13.70142 -9.23675 0.302
H 5.78694 -14.76600 -7.86292 0.317
H 7.44649 -14.55396 -8.47430 0.383
H 2.81428 -11.79753 -5.89944 0.585
H 1.72082 -11.81226 -4.62516 0.785
H 3.23289 -14.38607 -5.37011 0.322
H 1.86450 -13.83642 -6.26883 0.488
H 0.69637 -13.61306 -3.87172 0.395
H 1.99168 -14.55441 -3.36793 0.101
H 1.14956 -16.60321 -4.16632 0.328
H 0.25670 -15.90830 -5.50918 0.344
H -0.34624 -15.72609 -3.90801 0.352
H 4.29984 -14.09435 -2.92655 0.618
H 3.35206 -12.98501 -1.98400 0.622
H 5.62659 -11.66743 -1.53197 0.412
H 6.37126 -12.87080 -2.33482 0.419
H 5.49168 -14.47008 -0.39702 0.356
H 4.85450 -13.09834 0.35513 0.391
H 6.90058 -13.67607 1.40084 0.389
H 7.26790 -12.18851 0.54053 0.349
H 7.85040 -13.71772 -0.07259 0.335
C 10.42464 10.56056 -1.05435 -1.374
C 10.40292 9.73859 -2.35308 -0.389
C 8.93600 9.78089 -2.82377 -0.348
C 8.56724 8.76901 -3.94610 -1.233
P 6.81675 8.81546 -4.53542 0.874
C 6.74516 10.26757 -5.68444 -1.414
C 5.42446 10.65913 -6.32906 -0.336
C 5.58099 11.65251 -7.58150 -0.664
C 5.03419 11.08038 -8.94020 -1.268
C 6.52024 7.29556 -5.52574 -1.027
C 5.20543 7.09878 -6.21346 -0.750
C 4.01584 6.74514 -5.29811 0.081
C 2.67592 6.31275 -5.96686 -1.378
C 5.67768 8.97412 -3.09417 -1.080
C 5.99460 7.94484 -2.01466 -0.690
C 5.59134 8.41970 -0.65356 -0.676
C 5.95196 7.52485 0.51712 -1.407
H 10.24756 11.60586 -1.30755 0.335
H 11.34059 10.29521 -0.52641 0.410
H 9.79306 10.30631 -0.20314 0.352
H 10.68169 8.71826 -2.08981 0.372
H 11.09133 10.23987 -3.03345 0.325
H 8.69048 10.78838 -3.15960 0.270
H 8.34188 9.47788 -1.96162 0.033
H 8.78314 7.76470 -3.58160 0.585
H 9.25690 8.93138 -4.77443 0.660
H 7.61659 10.29408 -6.33864 0.584
H 7.13494 11.01706 -4.99564 0.618
H 4.84716 11.13257 -5.53491 0.384
H 4.84969 9.80941 -6.69747 0.082
H 6.54031 12.16217 -7.67129 0.482
H 4.96591 12.52885 -7.37707 0.299
H 5.43769 10.09109 -9.15605 0.327
H 5.39654 11.66899 -9.78302 0.369
H 3.96221 10.99985 -9.12042 0.359
H 6.91066 6.49353 -4.89931 0.584
H 7.25792 7.30047 -6.32817 0.484
H 5.42465 6.19502 -6.78201 0.436
H 4.85640 7.79795 -6.97336 0.228
H 3.79639 7.49923 -4.54227 0.000
H 4.39448 5.91686 -4.69921 0.372
H 2.61004 5.26181 -6.24842 0.326
H 2.48081 6.80518 -6.91951 0.354
H 1.85421 6.57320 -5.29975 0.371
H 4.60180 9.06515 -3.24350 0.737
H 5.95972 9.94462 -2.68591 0.660
H 7.04571 7.65722 -1.99150 0.426
H 5.43603 7.04330 -2.26630 0.413
H 4.50566 8.50515 -0.60776 0.348
H 5.88382 9.41468 -0.31807 0.426
H 7.00026 7.23154 0.46131 0.342
H 5.26581 6.69297 0.67611 0.339
H 5.86900 8.05294 1.46704 0.385
C -3.75637 9.14617 -5.50860 -0.705
C -4.77763 9.30604 -6.63874 0.513
O -4.73608 10.40011 -7.28388 -0.730
O -5.58760 8.41178 -7.04329 -0.737
H -2.76283 9.10220 -5.95473 0.195
H -3.89298 8.13844 -5.11629 0.243
H -4.00880 9.79229 -4.66782 0.224
C -8.71628 -3.66327 -0.40769 -0.859
C -8.99023 -2.49100 -1.40018 0.518
O -9.99023 -2.75079 -2.14075 -0.728
O -8.23198 -1.56119 -1.53747 -0.694
H -8.03772 -3.43629 0.41459 0.226
H -8.43045 -4.64338 -0.78951 0.281
H -9.61305 -3.93215 0.15052 0.262
O -1.52184 -7.91649 -0.85262 -0.495
C -1.50308 -8.91599 0.01402 0.680
O -0.66775 -9.75359 -0.32414 -0.782
O -2.10112 -8.99112 1.06845 -0.724
H -0.87785 -8.39251 -1.38205 0.321
O 3.79349 0.83425 0.17424 -0.475
C 4.30272 1.09843 -0.96691 0.703
O 5.33520 1.76275 -0.80543 -0.821
O 3.87656 0.67280 -2.03227 -0.747
H 4.58248 1.24626 0.53386 0.341